# 1
66
Properties=species:S:1:pos:R:3 method="wB97M-V/def2-TZVPD" charge=+2 molar_mass_g_mol=511.860 gap_ev=1.1784 homo_ev=-11.691 e_tot_ha=-2034.50089 largest_force_ev_per_a=8.3 e_lumo_ha=-0.3863
C 0.43746 -3.79804 -1.66564
C 0.90891 -3.32148 -3.10464
C -0.27323 -3.44634 -4.18002
C -0.38954 -2.17379 -5.10265
B -1.12567 -0.90559 -4.42739
O -0.36352 0.07727 -3.74436
B -1.34241 0.90646 -3.07000
O -2.46632 0.33899 -2.34792
B -3.00062 -0.73110 -3.15394
C -3.97439 -1.85189 -2.55140
C -4.71187 -2.73767 -3.62277
C -6.27896 -2.87138 -3.48873
N -4.16571 -3.40088 -4.58040
O -2.54384 -0.72878 -4.53082
H -0.67750 -3.94279 -1.62167
H 0.66270 -2.95179 -0.95353
H 0.98128 -4.73287 -1.36732
H 1.31753 -2.27549 -3.08850
H 1.74804 -4.00595 -3.42235
H -1.25221 -3.75497 -3.71917
H 0.05626 -4.31388 -4.88858
H 0.69243 -1.82247 -5.37917
H -0.86852 -2.50535 -6.06828
H -1.21147 2.07999 -3.16615
H -4.78058 -1.30002 -1.98294
H -3.37238 -2.52835 -1.88464
H -6.44341 -3.73041 -2.77216
H -6.76051 -1.95696 -3.06714
H -6.74421 -3.20460 -4.45430
H -3.15198 -3.24069 -4.51783
C -1.47626 1.38367 0.05521
O -0.72726 2.06191 1.07565
P 0.92403 1.63557 1.19911
O 0.60815 0.16951 1.47766
O 1.03469 2.50756 2.58892
C 0.15253 2.21207 3.66261
O 2.61483 1.38230 1.18987
C 3.22183 0.94657 2.37872
H -2.34626 1.98997 -0.19848
H -0.87284 1.24546 -0.83604
H -1.81853 0.41796 0.42874
H -0.20622 1.18078 3.63169
H -0.68889 2.90422 3.61424
H 0.68157 2.36303 4.62200
H 2.61860 0.20108 2.89834
H 3.41007 1.81130 3.04368
H 4.18315 0.50293 2.11794
N 4.08186 2.49635 5.63217
C 4.74581 1.54599 6.30683
C 6.11364 1.56919 6.50234
C 6.84358 2.62700 5.97174
C 6.18269 3.62351 5.26656
C 4.81636 3.51606 5.12542
H 4.13581 0.74183 6.70036
H 6.59952 0.77871 7.05751
H 7.91726 2.67404 6.10676
H 6.71908 4.46030 4.83936
H 4.24895 4.28637 4.57522
C -3.76057 4.58119 2.04540
O -3.67322 4.18036 0.85826
O -3.03929 3.80294 2.88917
O -4.38280 5.53719 2.52011
H -2.73829 3.23045 2.14849
Be 1.73022 -3.46822 -5.96236
F -1.47436 -5.52608 -4.12346
Be 2.71482 3.25778 4.51471

=====

# 2
25
Properties=species:S:1:pos:R:3 method="wB97M-V/def2-TZVPD" relative_energy_kcal_mol=47.2 charge=+1 molar_mass_g_mol=117.216 gap_ev=9.7066 smiles=CCN(CC)CC[NH3+] homo_ev=-13.025 e_tot_ha=-348.01567 largest_force_ev_per_a=4.2 e_lumo_ha=-0.1220
C 0.89901 0.28558 -1.99749
C 0.39500 -0.80299 -0.93903
N -0.04924 -0.25665 0.34841
C 0.63201 -0.83055 1.49321
C 2.22038 -0.81044 1.30306
C -1.52657 -0.39998 0.61470
C -2.24503 0.77277 -0.01999
N -1.24922 1.93565 -0.27744
H 1.40096 1.14823 -1.59627
H 0.11825 0.44937 -2.70839
H 1.74774 -0.23523 -2.45119
H 1.21697 -1.57512 -0.96752
H -0.34698 -1.42411 -1.45797
H 0.55631 -0.34003 2.45749
H 0.41854 -1.87350 1.81292
H 2.61401 -1.80860 1.06974
H 2.38459 -0.13255 0.48555
H 2.82197 -0.53039 2.17470
H -1.56056 -0.53285 1.70472
H -1.73957 -1.41421 0.25722
H -3.03527 1.20594 0.55726
H -2.61528 0.53844 -0.99510
H -1.60564 2.53895 -1.03877
H -1.16191 2.51117 0.57191
H -0.29048 1.58109 -0.40174